1.
84
Properties=species:S:1:pos:R:3:forces:R:3 method="wB97M-V/def2-TZVPD" multiplicity=2 s_squared=0.788 total_charge=+1 e_homo_ev="-10.811 / -10.852" gap_ha="0.2808 / 0.2306"
Ir -1.14182 0.33315 0.92442 -0.547 0.804 -0.130
C 6.39914 5.17408 -1.24208 0.007 0.022 0.049
O 5.81238 6.26104 -0.53690 -0.033 -0.002 -0.133
C 5.10435 5.99489 0.57256 0.035 -0.047 0.093
C 4.50371 7.09703 1.19128 0.003 -0.048 -0.028
C 3.79909 6.92357 2.35703 -0.052 -0.074 0.075
C 3.61317 5.64470 2.90064 0.271 -0.062 -0.149
C 4.23757 4.55500 2.29842 0.091 0.049 0.151
C 4.98898 4.72809 1.14716 0.013 0.106 -0.090
N 2.85150 5.65464 4.09217 -0.456 0.101 -0.017
N 2.02316 4.80518 4.44567 0.472 -0.053 0.053
C 1.72179 3.59607 3.70410 -0.248 -0.155 0.061
C 1.33204 2.43930 4.50458 -0.033 -0.143 0.223
C 0.12272 1.65771 4.32384 -0.007 0.123 -0.073
C -0.58381 1.76123 3.14175 0.030 0.017 -0.031
O -1.52113 0.86358 2.79654 0.357 0.131 -0.074
C -0.18628 2.71204 2.19371 -0.076 -0.327 -0.048
N -0.35122 2.27387 0.83209 0.426 -0.088 -0.178
C -0.19018 3.27031 -0.31680 0.029 0.002 0.234
C 0.34838 4.56690 0.20516 0.044 0.034 -0.035
C 1.01418 4.64422 1.35469 0.028 -0.060 -0.125
C 1.11051 3.47430 2.28999 -0.170 0.197 0.045
H 6.84730 5.60390 -2.13177 0.007 0.004 0.000
H 5.64244 4.44191 -1.53088 -0.009 -0.003 -0.005
H 7.17332 4.69121 -0.64257 0.003 -0.005 0.000
H 4.64090 8.07655 0.75431 -0.006 -0.003 -0.005
H 3.36105 7.76574 2.87634 0.018 0.021 -0.009
H 4.22761 3.58365 2.76675 -0.042 0.027 0.014
H 5.50896 3.88147 0.72402 -0.024 -0.012 -0.013
H 1.75821 2.44852 5.49913 0.030 0.005 -0.015
H -0.14534 0.91079 5.05713 0.004 -0.021 -0.022
H -1.05747 3.37708 -0.95228 0.005 -0.080 -0.120
H 0.25570 5.43096 -0.43923 -0.020 -0.005 0.012
H 1.43645 5.58928 1.66113 0.036 -0.003 0.050
N 3.25719 -0.56950 1.99479 0.010 0.002 0.040
C 2.17682 -0.14825 1.32737 0.028 -0.100 0.054
O 1.33172 -0.90364 0.84281 0.131 0.134 0.064
C 1.95931 1.30912 1.22759 0.050 0.188 -0.011
C 2.03706 2.25176 2.19150 0.151 -0.133 -0.133
N 2.56036 2.32785 3.50056 -0.109 0.246 0.003
C 0.99263 1.84329 0.26563 -0.169 0.154 -0.050
N 0.98384 2.49477 -0.82421 0.036 0.063 0.019
H 3.37190 -1.55543 2.16332 0.015 0.002 -0.010
H 3.90504 0.08298 2.40230 0.009 -0.015 0.010
C -2.60172 -2.68353 -0.44346 -0.018 0.027 0.059
C -3.27007 -1.68751 0.52722 -0.143 -0.126 -0.160
C -2.29671 -1.61173 1.71320 -0.457 0.269 0.034
C -4.61654 -2.30973 0.90645 -0.001 -0.022 0.095
Si -3.29369 0.19313 0.03769 -0.130 -0.355 -0.065
C -2.95178 0.41864 -1.82484 0.164 0.190 0.079
C -3.85062 -0.38999 -2.76764 -0.036 -0.036 0.012
C -3.07735 1.87667 -2.28104 0.036 0.027 -0.016
C -1.47582 -0.03959 -1.97509 0.049 -0.040 0.034
C -4.60580 1.29866 0.84273 -0.049 0.012 0.045
C -4.14830 2.76572 0.79292 -0.004 0.039 -0.025
C -5.93294 1.15068 0.08035 -0.010 -0.026 -0.004
C -4.83725 0.95661 2.32309 0.041 0.059 0.007
H -2.55656 -3.65177 0.06533 -0.018 -0.006 -0.017
H -1.57366 -2.42392 -0.68868 0.040 0.052 -0.034
H -3.15597 -2.84409 -1.36341 -0.038 0.058 -0.033
H -2.00945 -2.60854 2.06543 0.132 0.021 -0.010
H -2.60060 -1.00820 2.56458 -0.194 -0.222 0.026
H -1.21966 -1.31439 1.37199 0.320 -0.868 0.005
H -4.47316 -3.34360 1.23787 0.015 0.016 0.007
H -5.27540 -2.34110 0.03603 0.000 -0.003 0.012
H -5.13686 -1.78574 1.70227 -0.011 0.045 0.015
H -4.88118 -0.03380 -2.71838 0.010 0.000 0.006
H -3.85869 -1.45508 -2.56161 0.018 -0.070 0.037
H -3.51458 -0.25722 -3.80116 0.009 -0.002 0.013
H -4.11177 2.21883 -2.24984 -0.004 -0.019 -0.014
H -2.72955 1.97104 -3.31449 -0.007 -0.016 0.009
H -2.49329 2.55914 -1.67336 0.011 0.044 0.049
H -1.39199 -1.09667 -2.20426 -0.013 -0.016 -0.047
H -0.77136 0.10680 -1.09413 -0.115 0.036 0.134
H -0.95149 0.52530 -2.75122 -0.015 0.014 0.009
H -4.10798 3.16118 -0.22145 0.014 -0.003 0.025
H -3.17101 2.90196 1.26459 0.010 -0.014 0.002
H -4.86278 3.37764 1.35137 -0.005 -0.002 -0.018
H -5.84208 1.40545 -0.97786 0.018 0.004 0.010
H -6.67782 1.82517 0.51329 0.008 -0.006 0.004
H -6.33372 0.13696 0.15144 0.016 -0.009 -0.008
H -3.92462 1.05369 2.91179 0.024 0.004 -0.017
H -5.24413 -0.03909 2.47395 -0.015 -0.048 -0.002
H -5.56849 1.66132 2.73106 0.008 -0.002 -0.007

***

2.
88
Properties=species:S:1:pos:R:3:forces:R:3 method="wB97M-V/def2-TZVPD" multiplicity=3 s_squared=2.027 total_charge=+2 e_homo_ev="-12.689 / -12.703" relative_energy_ev=0.911 gap_ha="0.1881 / 0.2022"
Mo -0.02355 -0.10633 0.45876 -0.103 0.380 0.029
N 5.96779 0.63409 -5.64217 -0.063 -0.015 0.063
C 5.31157 0.44546 -4.47516 0.085 0.072 -0.075
C 4.41743 -0.63192 -4.32272 -0.050 -0.051 -0.036
C 3.76554 -0.82885 -3.13238 -0.025 0.168 -0.006
C 3.97539 0.05718 -2.06920 0.085 -0.048 -0.089
C 4.85686 1.13635 -2.20516 -0.071 -0.109 0.032
C 5.51079 1.32747 -3.39364 0.031 0.037 -0.070
S 3.26815 -0.30315 -0.55150 -0.105 0.189 0.034
O 2.95162 -1.69970 -0.48836 0.006 -0.075 0.204
O 3.97823 0.34173 0.51131 -0.085 -0.045 -0.056
N 1.69535 0.40818 -0.54213 -0.253 0.324 0.247
C 1.53773 1.78284 -0.46406 0.123 -0.165 0.019
N 0.33462 2.03437 0.09715 -0.052 -0.137 -0.057
C 0.02260 3.31199 0.34844 -0.126 -0.058 0.080
C 0.88253 4.32199 -0.00936 0.047 0.050 -0.014
C 2.07451 3.95100 -0.62332 0.076 -0.032 -0.038
N 2.41764 2.68207 -0.84001 0.067 0.027 -0.013
H 5.89494 -0.03351 -6.38819 0.001 -0.001 -0.003
H 6.66646 1.34947 -5.73059 0.002 0.005 0.004
H 4.26102 -1.31572 -5.14765 0.017 0.003 0.017
H 3.10184 -1.67347 -3.00781 0.030 -0.023 0.001
H 5.03205 1.79927 -1.37104 -0.018 -0.005 0.024
H 6.19952 2.15576 -3.50537 0.000 -0.029 0.013
H -0.91390 3.50782 0.84563 -0.040 -0.026 0.020
H 0.63755 5.35558 0.18381 0.022 -0.016 -0.020
H 2.79185 4.69777 -0.94466 -0.017 -0.004 0.012
C -1.81858 -3.07161 -1.81136 0.003 0.041 -0.003
C -1.64400 -1.75043 -2.56735 -0.066 -0.046 0.048
C -0.32808 -1.02907 -2.38989 0.176 -0.120 -0.156
C -2.81768 -0.82552 -2.32841 0.084 -0.093 -0.011
C -3.79389 -0.78307 -3.31289 -0.001 0.046 -0.065
C -4.94100 -0.02826 -3.15398 0.004 0.003 0.029
C -5.07998 0.73925 -2.01612 -0.012 0.034 -0.063
C -4.11984 0.75772 -1.00504 0.023 0.086 0.014
C -4.40732 1.76827 0.11093 -0.030 -0.108 0.023
C -5.29871 1.24796 1.24888 -0.004 -0.011 -0.007
C -3.19079 2.51140 0.63813 0.069 0.075 0.050
C -2.99753 -0.08066 -1.15414 0.005 -0.062 0.252
N -2.12354 -0.27729 0.01037 -0.108 -0.011 -0.128
C -2.77457 -0.62997 1.10347 0.060 -0.015 -0.145
C -2.13621 -0.56104 2.34111 0.124 0.101 -0.024
C -2.53165 -0.75191 3.66196 -0.056 -0.102 0.092
C -1.44199 -0.41268 4.46254 -0.022 -0.013 0.065
C -0.39466 -0.02449 3.62278 -0.031 -0.081 -0.059
N -0.81771 -0.09386 2.33468 0.069 0.228 0.021
C 1.01507 0.35459 3.98192 0.014 0.007 -0.003
C 1.72604 -0.85427 4.61143 -0.026 -0.016 0.013
C 1.76048 0.79005 2.72763 -0.060 0.156 -0.009
C 0.99480 1.52010 4.98362 0.004 -0.012 0.034
H -0.99401 -3.75940 -2.00498 -0.018 0.041 0.005
H -2.73984 -3.54786 -2.14657 0.008 -0.007 0.012
H -1.90703 -2.91741 -0.73401 0.022 -0.013 -0.033
H -1.65764 -1.99610 -3.63245 -0.072 -0.026 -0.025
H -0.25019 -0.55531 -1.39080 -0.154 -0.034 -0.154
H -0.24534 -0.17007 -3.05597 0.035 -0.004 -0.015
H 0.55506 -1.65938 -2.47299 -0.030 -0.023 0.022
H -3.65145 -1.36825 -4.21371 -0.011 0.000 0.025
H -5.70769 -0.02288 -3.91719 0.022 0.011 0.006
H -5.95290 1.37175 -1.90393 0.016 -0.016 -0.014
H -4.99695 2.52772 -0.40334 -0.057 0.001 -0.012
H -4.72136 0.74550 2.02806 -0.053 0.032 -0.016
H -6.06046 0.56008 0.87893 0.006 0.016 0.005
H -5.81338 2.08163 1.72749 0.031 -0.002 0.005
H -2.58699 1.91211 1.32393 0.008 0.050 -0.011
H -3.51714 3.39905 1.18484 0.022 -0.021 -0.011
H -2.57017 2.83509 -0.19838 -0.008 0.006 -0.010
H -3.81303 -0.92987 1.02201 0.007 -0.011 0.002
H -3.50690 -1.08183 3.98798 0.039 0.005 0.008
H -1.40858 -0.42750 5.54083 -0.004 -0.003 -0.034
H 1.84750 -1.66846 3.89300 0.000 0.005 0.009
H 1.17150 -1.23159 5.47117 0.013 0.002 -0.016
H 2.72014 -0.56048 4.95142 -0.020 -0.006 -0.014
H 1.47939 0.14163 1.85903 0.304 -0.268 0.046
H 2.83662 0.63692 2.78458 0.003 0.031 0.007
H 1.55983 1.82340 2.45055 -0.024 0.004 0.008
H 0.49825 1.22584 5.90905 0.023 0.010 -0.026
H 0.47038 2.38519 4.57378 0.008 -0.018 0.009
H 2.01550 1.81573 5.23167 -0.026 -0.002 -0.013
N 1.42768 -5.16986 -0.14797 -0.251 0.018 -0.093
N 0.92234 -4.08598 0.51239 0.053 -0.103 0.167
N 0.59065 -4.13717 1.79599 0.023 0.116 -0.141
C 0.11036 -2.92589 1.98937 -0.110 -0.056 0.002
N 0.16087 -2.20018 0.85619 0.343 -0.261 -0.256
N 0.68155 -2.98609 -0.08926 -0.206 0.073 0.219
H 1.75805 -5.84275 0.53186 0.090 -0.007 0.005
H 2.12727 -4.86370 -0.81254 0.132 -0.037 0.059
H -0.28668 -2.57663 2.92909 0.034 -0.009 -0.021

***

3.
80
Properties=species:S:1:pos:R:3:forces:R:3 method="wB97M-V/def2-TZVPD" multiplicity=3 s_squared=2.029 total_charge=0 e_homo_ev="-7.433 / -7.553" gap_ha="0.2717 / 0.2698"
V -0.05131 -0.37433 0.09468 -0.097 0.951 0.087
O 0.41867 -2.08805 0.74859 0.507 -1.115 0.518
N -0.29512 -3.08986 0.38644 -0.058 -0.057 -0.019
N -1.26951 -2.73242 -0.33536 -0.611 -0.312 -0.459
O -1.47053 -1.44745 -0.62709 -0.452 -0.873 -0.292
C -2.15966 -3.72837 -0.90667 0.487 0.453 0.379
C -1.91840 -5.07050 -0.66199 -0.022 -0.187 0.001
C -2.77260 -6.00627 -1.21969 0.027 0.021 0.023
C -3.84389 -5.60142 -2.00678 0.013 0.033 0.001
C -4.05946 -4.25150 -2.23548 0.016 0.080 0.014
C -3.21276 -3.29577 -1.68264 -0.215 -0.023 -0.146
H -1.08190 -5.37366 -0.05017 -0.010 0.015 -0.010
H -2.59578 -7.05765 -1.03560 -0.013 0.005 -0.013
H -4.50557 -6.33982 -2.43994 -0.002 0.019 -0.001
H -4.89205 -3.92980 -2.84732 0.013 -0.005 0.007
H -3.36250 -2.23871 -1.84755 0.003 -0.023 0.002
C -3.42876 0.78231 0.94599 -0.060 0.063 -0.079
C -3.14227 0.31921 2.37382 0.030 0.030 0.036
C -2.83194 -1.18101 2.44966 -0.013 -0.014 -0.027
C -2.08978 1.11039 3.13291 -0.073 -0.129 0.134
C -2.41852 1.55102 4.41468 -0.003 -0.005 0.004
C -1.49911 2.19239 5.22886 -0.001 -0.015 -0.071
C -0.21085 2.40010 4.76487 -0.012 -0.023 -0.020
C 0.16241 1.98091 3.49199 0.078 0.159 0.180
C 1.59000 2.21692 3.01721 -0.091 -0.022 -0.011
C 2.59333 1.39347 3.82580 0.003 -0.048 0.072
C 1.96543 3.69872 3.04477 -0.007 0.083 0.010
C -0.78858 1.34198 2.67930 0.675 0.102 -0.408
N -0.33110 0.95707 1.37962 -0.514 0.803 -0.036
C -0.34173 1.90275 0.34587 0.351 -0.435 0.509
C 0.48007 1.69480 -0.74192 0.557 -0.518 0.133
N 1.32842 0.56606 -0.75977 -0.181 0.918 -0.579
C 2.31288 0.48959 -1.78918 -0.301 0.074 0.461
C 3.39952 1.37539 -1.72656 0.156 0.020 -0.040
C 4.34883 1.33397 -2.74116 0.006 0.001 0.004
C 4.24308 0.42814 -3.78371 -0.019 0.008 0.006
C 3.18166 -0.45994 -3.81159 0.015 -0.029 0.021
C 2.20268 -0.45474 -2.82159 0.026 -0.065 -0.084
C 1.08317 -1.48226 -2.90176 0.156 0.044 0.138
C 0.28998 -1.38424 -4.20094 -0.019 0.009 -0.112
C 1.61507 -2.90135 -2.68769 0.072 -0.055 -0.046
C 3.59450 2.32522 -0.55397 -0.038 -0.023 -0.082
C 3.66234 3.78420 -1.00413 0.001 0.064 -0.033
C 4.83490 1.94831 0.25833 0.071 -0.042 -0.030
H -4.37623 0.35153 0.61379 0.006 -0.006 -0.015
H -2.66879 0.47195 0.23260 -0.018 0.010 0.047
H -3.52065 1.86901 0.88915 -0.008 -0.014 0.043
H -4.06715 0.47603 2.93407 -0.050 0.006 -0.005
H -1.80755 -1.38376 2.13793 0.054 -0.013 -0.030
H -3.50336 -1.76125 1.80987 -0.011 0.048 0.034
H -2.93329 -1.54117 3.47490 0.018 0.000 -0.019
H -3.42573 1.37592 4.77785 0.024 0.009 0.002
H -1.78709 2.52416 6.21895 0.009 -0.010 -0.023
H 0.51802 2.89362 5.39923 -0.034 -0.020 -0.023
H 1.65009 1.87872 1.98479 0.020 -0.011 -0.005
H 2.57108 1.66927 4.88423 0.000 0.006 -0.043
H 3.60867 1.56086 3.45619 -0.043 -0.003 0.009
H 2.37896 0.32545 3.75560 -0.020 0.019 -0.017
H 2.01305 4.08448 4.06749 -0.014 -0.030 -0.045
H 1.24322 4.30509 2.49371 0.010 -0.031 -0.004
H 2.94934 3.84773 2.59067 -0.033 -0.017 0.025
H -1.02241 2.74585 0.37998 -0.123 -0.044 -0.093
H 0.43380 2.34412 -1.60784 -0.087 0.001 -0.080
H 5.19369 2.01333 -2.70808 -0.022 -0.019 0.003
H 4.99077 0.40854 -4.56644 -0.005 -0.007 0.004
H 3.11231 -1.17976 -4.61986 0.001 0.021 0.015
H 0.38359 -1.28857 -2.09129 -0.038 0.095 -0.054
H 0.91593 -1.62194 -5.06472 -0.022 0.014 0.022
H -0.11342 -0.38080 -4.34531 0.014 0.000 0.008
H -0.54467 -2.09013 -4.19435 0.026 0.013 0.020
H 2.33878 -3.16750 -3.46294 -0.034 0.006 0.025
H 0.80069 -3.63099 -2.72802 0.010 0.040 -0.003
H 2.11311 -2.99761 -1.72144 0.000 0.028 0.004
H 2.73348 2.21879 0.10160 0.005 0.022 0.046
H 4.49705 3.95271 -1.68995 -0.023 -0.012 0.033
H 3.80284 4.44395 -0.14403 -0.017 -0.029 -0.020
H 2.74641 4.08647 -1.51718 0.021 -0.027 0.013
H 5.74583 2.04910 -0.33872 -0.037 0.007 0.018
H 4.77999 0.91565 0.60885 -0.026 0.027 -0.008
H 4.93220 2.60192 1.12930 -0.004 -0.019 -0.024